Entry 1:
# C18H38N2O2RuSSi2Te5

A structure of composition C18H38N2O2RuSSi2Te5 at a distorted geometry (the ωB97M-V functional and the def2-TZVPD basis, the Open Molecules 2025 dataset).

XYZ file:
```
69
Properties=species:S:1:pos:R:3
Ru 0.297 -1.855 0.160
C -3.883 -2.792 -0.926
C -2.479 -2.646 -1.420
O -1.507 -3.106 -0.804
N -2.303 -2.058 -2.612
C -1.027 -2.116 -3.282
C -0.101 -0.937 -3.105
C 0.109 -0.067 -4.164
C 1.108 0.887 -4.090
C 1.896 0.923 -2.953
C 1.598 0.048 -1.925
N 0.608 -0.844 -1.971
H -3.865 -3.249 0.060
H -4.464 -3.405 -1.615
H -4.348 -1.810 -0.855
H -3.082 -1.584 -3.040
H -1.206 -2.249 -4.350
H -0.497 -2.999 -2.905
H -0.491 -0.167 -5.056
H 1.284 1.569 -4.910
H 2.722 1.613 -2.853
H 2.193 0.047 -1.011
Te -3.038 0.997 -0.187
Te -1.730 -2.266 2.417
Te 0.338 -3.872 2.024
Te 2.487 -2.184 1.571
C 0.070 2.405 5.496
Si 0.537 1.195 4.150
C 2.207 1.638 3.424
C 0.610 -0.536 4.836
C -0.863 1.366 2.868
Te -0.618 0.753 0.853
C 0.538 2.458 0.348
Si -0.284 4.114 -0.104
C 1.140 5.332 -0.015
C -1.586 4.587 1.147
C -0.937 4.041 -1.851
H 0.819 2.402 6.287
H -0.887 2.157 5.950
H 0.001 3.422 5.110
H 2.951 1.509 4.209
H 2.276 2.671 3.088
H 2.495 0.980 2.601
H 1.306 -0.560 5.672
H 0.957 -1.249 4.087
H -0.360 -0.882 5.193
H -1.180 2.401 2.725
H -1.738 0.807 3.207
H 1.198 2.172 -0.466
H 1.168 2.594 1.229
H 1.530 5.426 0.996
H 0.817 6.321 -0.333
H 1.964 5.036 -0.663
H -1.170 4.641 2.153
H -2.429 3.898 1.152
H -1.968 5.579 0.908
H -0.114 3.924 -2.556
H -1.636 3.222 -1.995
H -1.447 4.969 -2.097
C 2.729 -5.492 -2.353
S 1.540 -4.965 -1.132
C 0.104 -5.858 -1.701
O 1.267 -3.521 -1.479
H 2.871 -6.566 -2.276
H 3.661 -4.982 -2.125
H 2.379 -5.214 -3.345
H 0.274 -6.924 -1.576
H -0.091 -5.618 -2.744
H -0.724 -5.533 -1.074
```

Properties
Max |F| (eV Å⁻¹): 1.15
Energy (eV): -91992.1984
HOMO-LUMO gap (spin up / spin down) (eV): 6.5 / 5.6
Relative energy (zero: lowest compared OMol25 entry of this formula, charge and spin) (eV): 0.875
Charge: +1
HOMO energy (spin up / spin down) (eV): -9.52 / -9.84
Spin multiplicity: 6

=====

Entry 2:
# C18H38N2O6

A cluster of 4 separate species, C18H38N2O6 in total at a distorted geometry (the ωB97M-V functional and the def2-TZVPD basis, the Open Molecules 2025 dataset).

XYZ file:
```
64
Properties=species:S:1:pos:R:3
C -19.060 -6.872 -0.835
C -19.347 -5.686 -1.730
C -18.334 -5.576 -2.838
N -18.584 -4.512 -3.894
C -17.337 -4.386 -4.687
C -19.789 -4.806 -4.737
C -20.669 -3.570 -4.702
C -20.378 -2.970 -3.344
C -18.882 -3.192 -3.188
H -19.381 -7.792 -1.330
H -19.561 -6.799 0.128
H -18.001 -7.055 -0.634
H -19.449 -4.750 -1.173
H -20.358 -5.803 -2.140
H -18.306 -6.508 -3.415
H -17.362 -5.369 -2.389
H -16.509 -4.129 -4.030
H -17.492 -3.624 -5.447
H -17.083 -5.342 -5.148
H -19.520 -5.110 -5.740
H -20.299 -5.638 -4.254
H -20.377 -2.898 -5.515
H -21.721 -3.790 -4.885
H -20.602 -1.900 -3.313
H -20.931 -3.367 -2.493
H -18.282 -2.427 -3.683
H -18.555 -3.161 -2.152
C -20.454 -10.106 -3.003
C -19.978 -10.675 -4.329
C -20.674 -9.984 -5.462
N -20.358 -10.518 -6.848
C -18.874 -10.630 -7.022
C -20.866 -9.585 -7.917
C -21.558 -10.470 -8.933
C -22.120 -11.615 -8.098
C -21.038 -11.853 -7.063
H -19.941 -9.194 -2.720
H -20.429 -10.876 -2.232
H -21.527 -9.898 -3.107
H -20.274 -11.733 -4.347
H -18.896 -10.637 -4.415
H -20.535 -8.905 -5.460
H -21.759 -10.124 -5.396
H -18.655 -10.861 -8.063
H -18.483 -11.408 -6.375
H -18.442 -9.670 -6.749
H -20.090 -8.919 -8.275
H -21.645 -8.950 -7.488
H -20.866 -10.811 -9.716
H -22.348 -10.022 -9.535
H -22.366 -12.480 -8.708
H -23.036 -11.245 -7.627
H -20.258 -12.435 -7.561
H -21.360 -12.346 -6.155
O -23.033 -6.743 -7.824
C -22.553 -6.469 -6.534
O -23.296 -5.777 -5.820
O -21.412 -6.902 -6.292
H -23.878 -6.287 -7.784
O -18.524 -7.082 -6.250
C -17.793 -7.821 -5.335
O -16.590 -7.956 -5.546
O -18.461 -8.261 -4.356
H -19.426 -7.212 -5.908
```

Properties
Max |F| (eV Å⁻¹): 1.82
Energy (eV): -34547.5730
HOMO-LUMO gap (eV): 8.5
Relative energy (zero: lowest compared OMol25 entry of this formula, charge and spin) (eV): 0.000
HOMO energy (eV): -7.99

=====

Entry 3:
# C18H39BeCaFN3O6PSi2

A structure of composition C18H39BeCaFN3O6PSi2 at a distorted geometry (the ωB97M-V functional and the def2-TZVPD basis, the Open Molecules 2025 dataset).

XYZ file:
```
72
Properties=species:S:1:pos:R:3
C 4.586 -4.320 0.587
C 3.992 -3.905 -0.374
C 3.446 -3.290 -1.620
C 1.982 -3.578 -1.898
C 1.109 -2.308 -1.946
N -0.249 -2.544 -2.361
C -0.977 -1.250 -2.302
C -1.329 -0.812 -0.881
C -0.161 -2.860 -3.804
C -0.608 -4.203 -4.331
O 0.276 -2.052 -4.573
C 3.930 -1.835 -1.487
C 5.063 -1.640 -2.543
P 4.481 -0.919 -4.125
O 5.625 -0.663 -4.951
O 3.426 -1.840 -4.899
O 3.729 0.545 -3.754
N 5.626 -2.984 -2.679
C 4.413 -3.797 -2.782
O 4.185 -4.638 -3.563
H 5.244 -4.419 1.415
H 1.879 -4.126 -2.841
H 1.543 -4.239 -1.151
H 1.618 -1.588 -2.650
H 1.187 -1.830 -0.952
H -0.407 -0.431 -2.771
H -1.912 -1.386 -2.848
H -1.875 0.133 -0.966
H -1.940 -1.528 -0.333
H -0.435 -0.577 -0.288
H 0.197 -4.557 -4.979
H -0.780 -4.948 -3.557
H -1.477 -4.068 -4.975
H 3.223 -1.004 -1.702
H 4.170 -1.724 -0.415
H 5.748 -0.955 -2.037
H 2.562 -1.903 -4.454
H 2.769 0.450 -3.877
H 6.174 -3.117 -1.834
Ca 2.807 0.620 -1.029
F 4.956 -5.769 -1.494
C -1.877 5.500 1.351
Si -2.910 4.600 2.630
C -4.711 5.025 2.298
C -2.424 5.280 4.316
N -2.598 2.886 2.485
Si -3.344 1.673 3.475
C -5.211 1.614 3.279
C -2.925 1.874 5.294
C -2.678 -0.002 2.932
H -2.051 6.575 1.414
H -0.811 5.320 1.511
H -2.135 5.172 0.342
H -4.804 6.106 2.183
H -5.360 4.722 3.120
H -5.066 4.552 1.381
H -1.419 4.961 4.598
H -3.118 4.968 5.097
H -2.436 6.371 4.279
H -5.687 2.463 3.767
H -5.594 0.703 3.743
H -5.498 1.606 2.228
H -1.854 2.027 5.441
H -3.217 0.972 5.836
H -3.458 2.714 5.739
H -1.578 -0.007 3.060
H -2.909 -0.203 1.884
H -3.103 -0.805 3.536
O 0.541 2.715 2.723
H -0.402 2.707 2.955
H 0.779 3.652 2.706
Be 0.067 0.114 2.424
```

Properties
Max |F| (eV Å⁻¹): 2.40
Energy (eV): -82630.0061
HOMO-LUMO gap (eV): 1.4
Charge: +2
HOMO energy (eV): -11.94

=====

Entry 4:
# C18H39BrNO6S

A cluster of 3 separate species, C18H39BrNO6S in total at a distorted geometry (the ωB97M-V functional and the def2-TZVPD basis, the Open Molecules 2025 dataset).

XYZ file:
```
66
Properties=species:S:1:pos:R:3
Br 3.307 -2.951 3.191
C 3.704 -1.027 2.869
C 2.357 -0.280 2.999
C 1.469 -0.506 1.719
N 0.143 -0.962 2.159
C -0.129 -2.209 2.321
S -1.797 -2.433 2.905
C -1.897 -0.654 3.414
C -0.914 0.027 2.424
H 4.096 -0.887 1.858
H 4.441 -0.712 3.607
H 2.542 0.787 3.190
H 1.851 -0.679 3.887
H 1.410 0.455 1.206
H 1.978 -1.279 1.135
H 0.524 -3.060 2.139
H -1.494 -0.407 4.401
H -2.961 -0.453 3.275
H -0.497 0.964 2.805
H -1.353 0.270 1.442
C -6.773 1.820 0.481
O -6.168 2.913 1.148
C -5.220 2.529 2.125
C -3.968 3.391 2.074
O -3.142 3.202 0.929
C -3.646 3.639 -0.335
C -3.810 5.142 -0.485
O -4.901 5.625 0.281
C -4.635 6.847 0.948
H -7.564 1.384 1.098
H -7.215 2.200 -0.439
H -6.038 1.053 0.214
H -4.940 1.474 2.019
H -5.691 2.656 3.109
H -3.343 3.101 2.925
H -4.203 4.444 2.217
H -4.563 3.112 -0.593
H -2.892 3.324 -1.061
H -4.021 5.368 -1.536
H -2.877 5.641 -0.204
H -3.643 6.842 1.410
H -5.382 6.966 1.731
H -4.715 7.685 0.250
C 1.694 -1.758 -2.048
O 3.077 -1.969 -2.229
C 3.686 -2.723 -1.191
C 4.651 -3.765 -1.734
O 4.048 -4.850 -2.422
C 3.441 -4.605 -3.689
C 4.398 -4.228 -4.807
O 4.909 -2.914 -4.637
C 6.291 -2.798 -4.927
H 1.520 -0.940 -1.338
H 1.274 -1.477 -3.013
H 1.188 -2.668 -1.709
H 2.938 -3.219 -0.561
H 4.249 -2.019 -0.561
H 5.150 -4.216 -0.873
H 5.436 -3.306 -2.334
H 2.630 -3.883 -3.601
H 2.981 -5.556 -3.967
H 3.852 -4.247 -5.758
H 5.206 -4.964 -4.858
H 6.859 -3.631 -4.505
H 6.648 -1.872 -4.479
H 6.448 -2.751 -6.009
```

Properties
Max |F| (eV Å⁻¹): 2.80
Energy (eV): -113940.6915
HOMO-LUMO gap (eV): 6.9
Charge: +1
HOMO energy (eV): -11.01

=====

Entry 5:
# C18H39F4FeN2O15PS4

A structure of composition C18H39F4FeN2O15PS4 at a distorted geometry (the ωB97M-V functional and the def2-TZVPD basis, the Open Molecules 2025 dataset).

XYZ file:
```
84
Properties=species:S:1:pos:R:3
Fe -0.159 0.495 -3.044
O 0.972 -0.249 -1.744
H 1.346 -0.450 -0.864
C -0.975 -5.716 0.532
C -0.676 -4.228 0.151
C -0.866 -3.214 1.360
C -0.245 -1.879 0.986
P 0.324 -0.746 2.230
C -1.181 -0.268 3.244
C -2.349 0.556 2.606
C -3.820 0.438 3.129
C -4.006 0.811 4.621
C 1.699 -1.258 3.258
C 3.145 -1.589 2.627
C 4.142 -0.525 2.188
C 4.615 0.444 3.289
C 0.689 0.814 1.336
C 1.200 1.963 2.252
C 1.357 3.283 1.551
C 2.745 3.434 0.852
H -2.049 -5.884 0.621
H -0.444 -6.123 1.392
H -0.679 -6.136 -0.429
H -1.331 -3.943 -0.673
H 0.366 -4.083 -0.136
H -0.155 -3.456 2.151
H -1.837 -3.244 1.855
H -0.997 -1.246 0.513
H 0.515 -1.910 0.205
H -0.928 0.212 4.190
H -1.419 -1.310 3.459
H -2.578 0.157 1.618
H -2.191 1.622 2.445
H -4.160 -0.587 2.987
H -4.366 0.982 2.359
H -5.033 0.730 4.978
H -3.549 1.760 4.899
H -3.567 -0.060 5.108
H 1.329 -2.123 3.808
H 1.758 -0.375 3.894
H 3.013 -2.329 1.838
H 3.637 -2.104 3.452
H 3.641 -0.059 1.340
H 5.056 -1.026 1.869
H 4.845 1.445 2.925
H 5.587 0.142 3.679
H 3.997 0.442 4.187
H -0.296 0.985 0.903
H 1.429 0.654 0.552
H 2.161 1.784 2.735
H 0.546 2.187 3.094
H 1.217 4.002 2.359
H 0.626 3.401 0.751
H 2.886 4.216 0.107
H 3.107 2.584 0.274
H 3.439 3.815 1.601
O 1.929 -2.058 -5.498
C 1.455 -0.877 -5.609
O 0.968 -0.270 -4.629
O 1.423 -0.411 -6.724
H 2.109 -2.312 -6.406
O -3.547 2.132 -1.813
C -2.484 1.936 -1.110
O -2.434 2.498 -0.025
O -1.482 1.333 -1.608
H -3.823 2.667 -1.065
N 0.302 2.249 -3.572
S 0.434 2.997 -5.109
O 1.597 2.594 -5.891
O -0.068 4.328 -5.318
F -0.856 2.218 -5.733
S 0.970 3.447 -2.929
O 0.180 4.533 -2.434
O 2.388 3.754 -3.244
F 1.083 2.539 -1.630
N -1.610 -0.591 -3.577
S -3.033 -0.278 -4.533
O -4.319 -0.628 -3.887
O -2.975 -0.386 -5.949
F -3.082 1.286 -4.570
S -1.820 -2.111 -3.740
O -1.624 -2.694 -5.053
O -2.795 -2.649 -2.765
F -0.420 -2.479 -3.047
```

Properties
Max |F| (eV Å⁻¹): 11.04
Energy (eV): -150868.9026
HOMO-LUMO gap (spin up / spin down) (eV): 9.2 / 4.4
HOMO energy (spin up / spin down) (eV): -9.46 / -9.35
Spin multiplicity: 7

=====

Entry 6:
# C18H39O9PRu

A structure of composition C18H39O9PRu at a distorted geometry (the ωB97M-V functional and the def2-TZVPD basis, the Open Molecules 2025 dataset).

XYZ file:
```
68
Properties=species:S:1:pos:R:3
Ru 0.672 0.082 -0.468
C 2.403 -2.002 0.664
C 2.667 -1.075 1.795
O 1.583 -0.120 1.814
C 1.894 1.103 2.505
C 1.463 2.256 1.645
O 1.848 1.897 0.312
C 2.021 2.982 -0.619
C 2.617 2.326 -1.829
O 1.685 1.348 -2.296
C 0.837 1.738 -3.374
C -0.584 1.775 -2.871
O -0.899 0.652 -2.015
C -1.409 -0.531 -2.683
C -0.308 -1.370 -3.255
O 0.692 -1.480 -2.237
C 1.930 -1.982 -2.767
C 3.026 -1.893 -1.706
O 2.570 -1.205 -0.528
H 1.380 -2.392 0.707
H 3.102 -2.837 0.689
H 3.607 -0.550 1.626
H 2.720 -1.620 2.739
H 2.965 1.141 2.702
H 1.361 1.134 3.454
H 1.973 3.165 1.965
H 0.384 2.428 1.689
H 2.715 3.720 -0.214
H 1.061 3.467 -0.817
H 3.516 1.784 -1.539
H 2.873 3.054 -2.597
H 0.979 1.032 -4.190
H 1.091 2.732 -3.744
H -1.274 1.799 -3.715
H -0.755 2.659 -2.257
H -2.111 -0.244 -3.467
H -1.942 -1.080 -1.916
H 0.132 -0.925 -4.149
H -0.698 -2.355 -3.521
H 2.210 -1.393 -3.641
H 1.782 -3.014 -3.085
H 3.870 -1.330 -2.096
H 3.379 -2.885 -1.431
C -1.906 -0.715 4.701
C -1.201 0.024 3.596
O -1.445 -0.698 2.338
P -1.311 -0.357 0.845
O -2.575 0.435 0.417
C -2.731 1.871 0.129
C -3.858 2.429 0.957
O -1.401 -1.751 0.153
C -2.546 -2.701 0.316
C -2.257 -3.728 1.377
H -1.706 -0.211 5.647
H -1.548 -1.741 4.781
H -2.982 -0.737 4.535
H -0.128 0.050 3.761
H -1.580 1.043 3.506
H -2.948 1.949 -0.932
H -1.787 2.387 0.328
H -4.780 1.884 0.760
H -4.013 3.475 0.691
H -3.644 2.369 2.024
H -2.645 -3.165 -0.662
H -3.445 -2.123 0.523
H -1.335 -4.267 1.165
H -3.081 -4.441 1.400
H -2.176 -3.272 2.364
```

Properties
Max |F| (eV Å⁻¹): 1.44
Energy (eV): -49567.4238
HOMO-LUMO gap (spin up / spin down) (eV): 7.9 / 8.1
Charge: +3
HOMO energy (spin up / spin down) (eV): -19.47 / -19.32
Spin multiplicity: 2

=====

Entry 7:
# C18H40BrFN5O6

A cluster of 5 separate species, C18H40BrFN5O6 in total at a distorted geometry (the ωB97M-V functional and the def2-TZVPD basis, the Open Molecules 2025 dataset).

XYZ file:
```
71
Properties=species:S:1:pos:R:3
C 0.381 0.470 -0.181
C 1.752 -0.147 -0.542
C 1.911 -1.614 -0.209
F 1.460 -2.434 -1.164
N 1.329 -1.996 1.137
Br -0.200 -3.132 0.925
C 2.382 -2.789 1.918
O 1.742 -3.426 2.986
C 1.991 -2.829 4.219
C 0.859 -2.183 4.990
O 3.047 -2.824 4.669
H -0.084 0.070 0.731
H 0.556 1.528 0.016
H -0.365 0.429 -0.986
H 1.870 -0.069 -1.624
H 2.570 0.431 -0.108
H 2.985 -1.825 -0.147
H 1.089 -1.192 1.722
H 3.072 -2.051 2.334
H 2.909 -3.491 1.276
H 0.953 -2.470 6.032
H -0.128 -2.492 4.641
H 0.945 -1.098 4.907
C -2.255 -6.423 0.162
O -3.147 -6.814 0.884
N -1.856 -7.017 -0.978
C -0.778 -6.489 -1.792
C -2.534 -8.232 -1.404
H -1.676 -5.506 0.399
H -1.152 -6.256 -2.790
H 0.018 -7.232 -1.872
H -0.372 -5.582 -1.346
H -3.595 -8.028 -1.546
H -2.431 -8.997 -0.634
H -2.103 -8.592 -2.335
C 5.682 -1.796 2.479
O 5.515 -1.495 1.302
N 6.504 -1.180 3.332
C 6.637 -1.604 4.716
C 7.290 -0.051 2.858
H 5.140 -2.640 2.938
H 6.360 -0.781 5.377
H 7.671 -1.889 4.911
H 5.989 -2.455 4.918
H 6.623 0.732 2.495
H 7.927 -0.370 2.033
H 7.905 0.339 3.664
C -2.489 2.539 -1.700
O -2.012 1.479 -1.309
N -2.934 3.518 -0.907
C -3.492 4.756 -1.436
C -2.858 3.342 0.532
H -2.591 2.769 -2.772
H -2.904 5.602 -1.088
H -4.519 4.866 -1.088
H -3.485 4.744 -2.523
H -1.818 3.190 0.829
H -3.431 2.461 0.824
H -3.255 4.219 1.036
C -3.706 7.598 -3.409
O -4.121 7.411 -2.278
N -4.451 7.514 -4.525
C -3.894 7.749 -5.845
C -5.860 7.177 -4.402
H -2.652 7.859 -3.609
H -4.417 8.581 -6.319
H -4.016 6.854 -6.458
H -2.835 7.989 -5.775
H -6.361 7.922 -3.783
H -5.964 6.204 -3.920
H -6.323 7.148 -5.385
```

Properties
Max |F| (eV Å⁻¹): 4.78
Energy (eV): -111802.0847
HOMO-LUMO gap (eV): 6.5
Charge: +1
HOMO energy (eV): -10.99